Record 1
# C2ClNS

C2ClNS in the gas phase at a distorted geometry (ωB97M-V with the def2-TZVPD basis set, OMol25).

Properties
HOMO energy	-10.42	eV
energy above the lowest of the compared OMol25 structures with the same formula, charge and spin	38.50	kcal per mole
gap between HOMO and LUMO	7.615	eV
2S+1	1
total charge	0

Geometry (Å):
C (0.7602, 0.1870, -0.0089)
C (-0.2494, -0.7200, 0.0012)
N (1.6698, 0.9014, 0.0093)
S (-1.8182, -0.8586, -0.0098)
Cl (-3.8178, 0.6059, -0.0001)

Table of Mulliken atomic charges, one value per atom, all in e:
1. C 0.43
2. C 0.06
3. N -0.23
4. S 0.15
5. Cl -0.41


Record 2
# C4H8O2

2 unconnected molecules or ions with the total composition C4H8O2 (ωB97M-V with the def2-TZVPD basis set, OMol25).

Properties
HOMO energy	-10.08	eV
energy above the lowest of the compared OMol25 structures with the same formula, charge and spin	57.00	kcal per mole
gap between HOMO and LUMO	10.285	eV
structure (SMILES)	CC(C=O)C=O.[H][H]
2S+1	1
total charge	0

Geometry (Å):
C (1.5749, -0.1561, -0.1415)
C (0.3263, -0.2533, 0.7210)
C (-0.4652, 1.0448, 0.7965)
O (-0.3200, 1.9601, 0.0283)
C (-0.7418, -1.1792, 0.1526)
O (-0.7771, -1.5324, -0.9980)
H (2.1760, -1.0669, -0.0558)
H (1.3013, -0.0245, -1.1900)
H (2.1912, 0.6954, 0.1614)
H (0.5418, -0.5757, 1.7504)
H (-1.2685, 1.0618, 1.5635)
H (-1.5651, -1.4320, 0.8532)
H (-1.4355, 1.0829, -1.7227)
H (-1.5384, 0.3751, -1.9188)

Here are the Mulliken charges for atoms 1 to 5, given in e:
1. C -1.35
2. C 0.61
3. C -0.22
4. O -0.43
5. C -0.20


Record 3
# C5H11NO2

2 unconnected molecules or ions with the total composition C5H11NO2 at a distorted geometry (ωB97M-V with the def2-TZVPD basis set, OMol25).

Properties
HOMO energy	-8.80	eV
energy above the lowest of the compared OMol25 structures with the same formula, charge and spin	122.46	kcal per mole
gap between HOMO and LUMO	9.166	eV
structure (SMILES)	C[N+](=O)[O-].C=C(C)C
2S+1	1
total charge	0

Geometry (Å):
C (-2.2509, 1.1426, 1.4221)
N (-0.8813, 1.6887, 1.6220)
O (0.0294, 0.8845, 1.5420)
O (-0.8185, 2.8574, 1.8767)
H (-2.7595, 1.6146, 0.5138)
H (-2.0880, 0.0966, 1.2975)
H (-2.7165, 1.3822, 2.4653)
C (1.8143, 0.2624, -0.2917)
C (0.9923, -0.6180, -0.8501)
C (-0.3906, -0.3800, -1.3484)
C (1.6229, -2.0343, -0.9904)
H (2.7805, 0.0039, 0.1271)
H (1.5261, 1.2722, -0.3043)
H (-0.4255, -0.2474, -2.4593)
H (-0.7037, 0.4427, -0.7244)
H (-1.0401, -1.1758, -0.9446)
H (2.5906, -2.1335, -1.4089)
H (0.9144, -2.5904, -1.5681)
H (1.8042, -2.4683, 0.0239)

Here are the Mulliken charges for atoms 1 to 5, given in e:
1. C -0.73
2. N 0.84
3. O -0.46
4. O -0.55
5. H 0.27


Record 4
# C12H20Ag3BBr10F4O6

A molecular structure, C12H20Ag3BBr10F4O6 at a distorted geometry (ωB97M-V with the def2-TZVPD basis set, OMol25).

Properties
HOMO energy	0.12	eV
gap between HOMO and LUMO	2.954	eV
2S+1	1
total charge	-2

Geometry (Å):
Ag (-0.2574, -2.9199, 1.4000)
Ag (2.7738, -1.4105, 0.1155)
Ag (-0.0240, -2.9358, -2.3716)
C (3.2685, -2.7552, -3.0177)
O (3.4574, -1.9288, -1.9997)
O (2.0785, -2.8557, -3.5250)
O (4.1955, -3.6000, -3.2497)
C (1.4009, -4.4765, -0.2134)
O (0.1476, -4.3287, -0.5053)
O (2.1471, -5.3060, -0.7750)
O (1.8753, -3.5571, 0.5585)
B (-0.1135, -0.4817, -0.2477)
F (0.9034, -0.7207, -1.1918)
F (-1.0425, -1.5660, -0.3161)
F (0.4348, -0.5094, 1.0206)
F (-0.6897, 0.7357, -0.5227)
Br (-3.9039, 2.9570, -4.6505)
C (-2.4348, 1.6686, -4.8620)
C (-2.2817, 0.7732, -3.6826)
Br (-1.0162, -0.6537, -4.2744)
H (-1.5758, 2.1593, -5.3018)
H (-2.7747, 0.9727, -5.6310)
H (-3.1983, 0.2063, -3.5541)
H (-1.8210, 1.1331, -2.7675)
Br (-4.8549, -0.0113, 2.9439)
C (-4.5991, -0.8678, 1.1920)
C (-3.7385, -0.1075, 0.2119)
Br (-4.3332, 1.7408, 0.0386)
H (-5.5645, -1.1874, 0.8117)
H (-4.0362, -1.7608, 1.4659)
H (-3.7585, -0.5410, -0.7831)
H (-2.7251, 0.0237, 0.5758)
Br (1.0281, 3.1840, -4.2327)
C (2.7262, 2.8430, -3.2065)
C (2.4192, 2.0882, -1.9145)
Br (4.1611, 1.6562, -1.0766)
H (3.0802, 3.8418, -2.9632)
H (3.4208, 2.3152, -3.8495)
H (1.8948, 1.1902, -2.2436)
H (1.7680, 2.6139, -1.2239)
Br (-0.9903, 2.0359, 5.1442)
C (-0.4890, 2.3047, 3.2334)
C (0.4532, 3.5073, 3.2224)
Br (0.7041, 3.7919, 1.3028)
H (-1.4114, 2.4554, 2.6810)
H (-0.0046, 1.4276, 2.8065)
H (1.4080, 3.2960, 3.6911)
H (-0.0134, 4.4093, 3.6028)
Br (2.9085, -1.7541, 3.0735)
C (2.0973, -1.8351, 4.8847)
C (0.9695, -0.8378, 5.0151)
Br (-0.4806, -1.3223, 3.7367)
H (2.9209, -1.6279, 5.5650)
H (1.7303, -2.8416, 5.0681)
H (1.2278, 0.1901, 4.7793)
H (0.5321, -0.8208, 6.0121)

Here are the Mulliken charges for atoms 1 to 5, given in e:
1. Ag 0.40
2. Ag 0.69
3. Ag 0.93
4. C 0.45
5. O -0.79


Record 5
# C25H45FN3O9P3

3 unconnected molecules or ions with the total composition C25H45FN3O9P3 at a distorted geometry (ωB97M-V with the def2-TZVPD basis set, OMol25).

Properties
HOMO energy	-7.36	eV
gap between HOMO and LUMO	5.651	eV
structure (SMILES)	CC(=O)N(C)c1ccc2ncc(F)nc2c1P(C)C.CCOP(=O)(OCC)OCC.CCOP(=O)(OCC)OCC
2S+1	1
total charge	0

Geometry (Å):
C (-3.4823, -1.7860, -0.5615)
C (-1.8726, -1.6848, -0.2700)
O (-1.4075, -0.4671, 0.1253)
N (-0.8643, -2.8087, -0.3454)
C (-1.2801, -4.0316, 0.4420)
C (-0.5514, -3.2304, -1.7640)
C (-1.7471, -3.6639, -2.7992)
C (-1.3092, -4.1193, -4.3116)
C (0.2637, -4.1265, -4.8787)
N (0.4429, -4.5472, -6.3102)
C (1.9093, -4.4453, -6.6303)
C (3.1189, -4.0076, -5.6317)
F (4.5165, -3.9638, -6.1307)
N (2.8686, -3.6465, -4.1968)
C (1.4158, -3.6871, -3.8177)
C (1.0502, -3.2583, -2.2465)
P (2.3270, -2.7711, -0.9155)
C (4.0317, -3.5859, -1.1673)
C (2.4276, -0.8879, -0.6241)
H (-4.0643, -1.4092, 0.4091)
H (-3.8664, -2.8734, -0.7673)
H (-3.7641, -1.0099, -1.4152)
H (-2.2527, -4.4556, -0.0906)
H (-0.3729, -4.8025, 0.3541)
H (-1.4479, -3.7376, 1.5639)
H (-2.8948, -3.7014, -2.5352)
H (-2.1812, -4.4642, -5.0501)
H (2.2253, -4.7365, -7.7445)
H (4.5485, -3.2051, -2.1517)
H (3.9112, -4.7650, -1.2927)
H (4.7764, -3.4362, -0.2493)
H (1.6122, -0.6351, 0.2109)
H (2.2431, -0.2256, -1.5714)
H (3.4764, -0.6806, -0.0964)
C (-5.4693, 5.9812, -2.5365)
C (-6.8641, 5.3915, -2.5547)
O (-6.8248, 3.9865, -2.7298)
P (-6.4757, 3.0156, -1.4309)
O (-7.7375, 3.4124, -0.6260)
O (-7.1133, 1.6099, -2.0549)
C (-8.1612, 0.9298, -1.3848)
C (-9.5130, 1.3670, -1.9245)
O (-5.0659, 2.5722, -2.3301)
C (-3.7968, 2.9763, -1.8455)
C (-3.6834, 2.9921, -0.3342)
H (-4.9392, 5.6814, -1.6282)
H (-5.5057, 7.0736, -2.5607)
H (-4.8857, 5.6283, -3.3921)
H (-7.4106, 5.6578, -1.6435)
H (-7.4191, 5.8055, -3.4015)
H (-8.0910, 1.0715, -0.3014)
H (-8.0263, -0.1414, -1.5668)
H (-9.6260, 2.4562, -1.9258)
H (-10.3248, 0.9344, -1.3317)
H (-9.6295, 1.0428, -2.9636)
H (-3.5502, 3.9548, -2.2631)
H (-3.0649, 2.2694, -2.2508)
H (-4.3590, 3.7312, 0.1071)
H (-2.6635, 3.2443, -0.0310)
H (-3.9462, 2.0155, 0.0862)
C (6.6263, 3.5018, 3.6981)
C (5.2316, 2.9121, 3.6799)
O (5.2708, 1.5071, 3.5047)
P (5.6199, 0.5363, 4.8037)
O (4.3582, 0.9331, 5.6085)
O (4.9824, -0.8694, 4.1797)
C (3.9344, -1.5495, 4.8497)
C (2.5827, -1.1123, 4.3100)
O (7.0298, 0.0929, 3.9044)
C (8.2988, 0.4969, 4.3891)
C (8.4123, 0.5128, 5.9004)
H (7.1564, 3.2020, 4.6063)
H (6.5900, 4.5943, 3.6738)
H (7.2099, 3.1489, 2.8425)
H (4.6850, 3.1784, 4.5910)
H (4.6765, 3.3262, 2.8331)
H (4.0046, -1.4078, 5.9331)
H (4.0694, -2.6208, 4.6677)
H (2.4697, -0.0231, 4.3088)
H (1.7708, -1.5449, 4.9029)
H (2.4662, -1.4366, 3.2710)
H (8.5455, 1.4754, 3.9715)
H (9.0307, -0.2099, 3.9838)
H (7.7366, 1.2518, 6.3416)
H (9.4322, 0.7650, 6.2035)
H (8.1494, -0.4638, 6.3207)

Here are the Mulliken charges for atoms 1 to 5, given in e:
1. C -0.82
2. C 0.39
3. O -0.57
4. N 0.36
5. C -0.75


Record 6
# C5H9NO

A molecular structure, C5H9NO at a distorted geometry (ωB97M-V with the def2-TZVPD basis set, OMol25).

Properties
HOMO energy	-8.97	eV
energy above the lowest of the compared OMol25 structures with the same formula, charge and spin	116.68	kcal per mole
gap between HOMO and LUMO	10.006	eV
2S+1	1
total charge	0

Geometry (Å):
C (1.6046, -0.0800, -1.8685)
N (0.9277, 0.2542, -0.6244)
C (0.7660, -0.7188, 0.4682)
C (-0.3849, -0.2606, -0.4831)
C (-1.1714, -0.1454, 0.7584)
O (-1.5153, -1.2300, 1.2397)
C (-1.4282, 1.1644, 1.4210)
H (2.6510, 0.2268, -1.7947)
H (1.1415, 0.4658, -2.6977)
H (1.5563, -1.1563, -2.0733)
H (0.1700, -1.7046, 0.6972)
H (0.8978, -0.1801, 1.4067)
H (-0.6652, -1.0789, -1.1570)
H (-1.5737, 0.9999, 2.4896)
H (-0.6259, 1.8825, 1.2316)
H (-2.3504, 1.5611, 0.9863)

Here are the Mulliken charges for atoms 1 to 5, given in e:
1. C -0.85
2. N -0.16
3. C -0.79
4. C -0.19
5. C 0.86


What did the sixth record say?
# C5H9NO

A molecular structure, C5H9NO at a distorted geometry (ωB97M-V with the def2-TZVPD basis set, OMol25).

Properties
HOMO energy	-8.97	eV
energy above the lowest of the compared OMol25 structures with the same formula, charge and spin	116.68	kcal per mole
gap between HOMO and LUMO	10.006	eV
2S+1	1
total charge	0

Geometry (Å):
C (1.6046, -0.0800, -1.8685)
N (0.9277, 0.2542, -0.6244)
C (0.7660, -0.7188, 0.4682)
C (-0.3849, -0.2606, -0.4831)
C (-1.1714, -0.1454, 0.7584)
O (-1.5153, -1.2300, 1.2397)
C (-1.4282, 1.1644, 1.4210)
H (2.6510, 0.2268, -1.7947)
H (1.1415, 0.4658, -2.6977)
H (1.5563, -1.1563, -2.0733)
H (0.1700, -1.7046, 0.6972)
H (0.8978, -0.1801, 1.4067)
H (-0.6652, -1.0789, -1.1570)
H (-1.5737, 0.9999, 2.4896)
H (-0.6259, 1.8825, 1.2316)
H (-2.3504, 1.5611, 0.9863)

Here are the Mulliken charges for atoms 1 to 5, given in e:
1. C -0.85
2. N -0.16
3. C -0.79
4. C -0.19
5. C 0.86


gap between HOMO and LUMO of number 3 (C5H11NO2)? 9.166 eV


Copy entry 1 word for word.
# C2ClNS

C2ClNS in the gas phase at a distorted geometry (ωB97M-V with the def2-TZVPD basis set, OMol25).

Properties
HOMO energy	-10.42	eV
energy above the lowest of the compared OMol25 structures with the same formula, charge and spin	38.50	kcal per mole
gap between HOMO and LUMO	7.615	eV
2S+1	1
total charge	0

Geometry (Å):
C (0.7602, 0.1870, -0.0089)
C (-0.2494, -0.7200, 0.0012)
N (1.6698, 0.9014, 0.0093)
S (-1.8182, -0.8586, -0.0098)
Cl (-3.8178, 0.6059, -0.0001)

Table of Mulliken atomic charges, one value per atom, all in e:
1. C 0.43
2. C 0.06
3. N -0.23
4. S 0.15
5. Cl -0.41


Look up the HOMO energy of the fifth one. -7.36 eV